The following is a DFT calculation (the ωB97M-V functional and the def2-TZVPD basis) of a cluster of 2 separate species, C6H10N3O in total at a distorted geometry.

Last columns: bonded neighbours and bond lengths (Å).
Atoms and positions in Å:
1 C -0.07 0.52 -2.66  N7 1.277, N8 1.417, H11 1.189
2 C 0.00 -0.42 0.50  C3 1.399, C5 1.535, N9 1.462
3 C -0.20 0.87 0.98  C2 1.399, C6 1.521, O10 1.323
4 C 1.01 1.18 -0.86  N7 1.451, N9 1.535, O10 1.395, H12 1.115
5 C -0.37 -1.85 0.93  C2 1.535, H13 1.134, H14 1.041, H15 1.135
6 C -0.96 1.15 2.27  C3 1.521, H16 1.110, H17 1.114, H18 1.133
7 N 0.33 1.59 -2.08  C1 1.277, C4 1.451
8 N 0.27 -0.71 -2.04  C1 1.417, N9 1.460, H19 0.958
9 N 0.79 -0.34 -0.73  C2 1.462, C4 1.535, N8 1.460
10 O 0.42 1.78 0.25  C3 1.323, C4 1.395
11 H -0.61 0.55 -3.72  C1 1.189
12 H 2.07 1.51 -0.93  C4 1.115
13 H -0.16 -1.94 2.04  C5 1.134
14 H 0.34 -2.50 0.54  C5 1.041
15 H -1.44 -2.14 0.68  C5 1.135
16 H -1.53 0.21 2.43  C6 1.110
17 H -1.46 2.14 2.19  C6 1.114
18 H -0.09 1.01 2.99  C6 1.133
19 H -0.29 -1.47 -2.18  N8 0.958
20 H 1.95 -1.15 -0.61  no bonds

As for the charge: +1. The calculation puts the electronic energy at -12890.8736 eV. The energy relative to the best compared isomer or geometry (same formula, charge and spin) is 133.01 kcal per mole. As for the HOMO-LUMO gap: 8.50 eV.